# C17H16F4N

The ion C17H16F4N with charge +1 (ωB97M-V/def2-TZVPD, the Open Molecules 2025 dataset).

Properties
gap between HOMO and LUMO = 0.3078 Ha
maximum force = 2.26 eV/A
SMILES string = C[NH+](C)[C@H](/C=C/c1cc(F)cc(F)c1)c1cc(F)cc(F)c1
energy relative to the best compared isomer or geometry (same formula, charge and spin) = 0.0 kcal/mol
total charge = +1

Cartesian coordinates (Å):
F: -3.85103 2.69839 1.98901
C: -3.80124 1.33633 2.17730
C: -4.99210 0.62312 2.03802
C: -4.88428 -0.76579 2.09984
F: -6.01319 -1.53491 1.95299
C: -3.65782 -1.41934 2.22616
C: -2.49710 -0.68242 2.38877
C: -1.25841 -1.50274 2.79553
C: 0.00601 -0.77176 2.45135
C: 1.20437 -1.36427 2.39378
C: 2.47447 -0.68086 2.24116
C: 3.66583 -1.44031 2.11539
C: 4.88981 -0.80042 1.94220
F: 6.03519 -1.55904 1.88986
C: 5.02060 0.59119 1.90156
C: 3.83299 1.32169 1.98818
F: 3.91506 2.69154 1.96064
C: 2.58152 0.73327 2.16849
C: -2.55100 0.71785 2.34972
H: -5.93279 1.11102 1.73436
H: -3.57362 -2.50644 2.28240
H: -1.26830 -2.55552 2.30565
H: -0.05483 0.28438 2.16015
H: 1.26062 -2.43982 2.57763
H: 3.55211 -2.52562 2.09177
H: 5.98543 1.08672 1.85628
H: 1.68107 1.34579 2.18604
H: -1.68584 1.36899 2.48441
C: -0.32849 -2.50603 5.08916
N: -1.48092 -1.84452 4.43009
C: -2.73966 -2.46900 4.92309
H: 0.54457 -1.87885 4.89951
H: -0.57640 -2.52339 6.16607
H: -0.25591 -3.56870 4.77770
H: -1.51916 -0.87681 4.79337
H: -3.56264 -1.77652 4.71942
H: -2.86547 -3.50571 4.55170
H: -2.61937 -2.56453 6.02042

Cartesian forces (eV/Å) of the 2 atoms listed first:
F 0.178 -1.630 0.496
C 0.109 0.504 -0.795

=====

# C17H16F6N2O7S10Ti

A structure of composition C17H16F6N2O7S10Ti (ωB97M-V/def2-TZVPD, the Open Molecules 2025 dataset).

Properties
gap between HOMO and LUMO = 0.2086 Ha
maximum force = 0.83 eV/A
energy relative to the best compared isomer or geometry (same formula, charge and spin) = 0.0 kcal/mol
total charge = -2

Cartesian coordinates (Å):
Ti: -1.04325 0.24679 1.02307
S: -4.76406 6.45180 -0.44321
C: -3.98079 5.06656 0.06969
S: -4.54975 3.47847 -0.23649
C: -3.29241 2.59349 0.58175
C: -2.32763 3.33859 1.17418
S: -0.98138 2.71590 2.05823
S: -2.53810 5.06571 0.99944
S: -3.36440 0.84782 0.67289
F: -0.71956 -0.16332 6.65166
C: -1.91548 0.03647 6.08814
F: -2.85595 -0.39833 6.95650
F: -2.09700 1.34870 5.91201
S: -2.13240 -0.91478 4.48040
O: -1.54212 -1.30371 1.07769
O: -1.71442 -2.25919 4.89389
N: -1.02227 -0.11612 3.59854
S: 0.53229 -0.12077 3.57241
O: 0.84922 0.16603 2.15989
O: 1.25674 0.62028 4.55771
C: 1.20097 -1.83572 3.78114
F: 2.50835 -1.79590 3.48456
F: 1.08530 -2.24253 5.04369
F: 0.61466 -2.70954 2.97767
C: 2.89995 -2.15229 0.25779
C: 1.89665 -1.94313 -0.85778
O: 0.65009 -1.45330 -0.39884
H: 3.87007 -2.43798 -0.15740
H: 2.57128 -2.93766 0.94078
H: 3.02187 -1.23298 0.83070
H: 1.74788 -2.87278 -1.42165
H: 2.26855 -1.19501 -1.55888
H: 0.14114 -2.11934 0.08606
S: -3.39437 -3.81145 -0.84581
C: -3.01357 -2.80096 -2.08358
N: -2.99588 -1.46578 -2.11304
C: -2.35181 -0.85181 -3.26535
C: -2.64393 -1.77869 -4.43226
S: -2.55822 -3.42837 -3.68267
H: -3.09378 -0.90072 -1.27102
H: -1.27597 -0.76954 -3.08476
H: -2.73943 0.15582 -3.41242
H: -1.90280 -1.68116 -5.22356
H: -3.64118 -1.61506 -4.84120
O: 5.38157 1.41436 -4.08766
C: 5.09183 1.23176 -2.76509
O: 5.99716 1.01795 -2.00290
C: 3.65627 1.23926 -2.40188
C: 3.30803 1.39664 -1.05853
C: 1.98498 1.42774 -0.66467
C: 0.94962 1.27240 -1.59830
S: -0.74189 1.30455 -1.16440
C: 1.30747 1.11528 -2.94542
C: 2.63015 1.09955 -3.34057
H: 4.56989 1.65472 -4.54972
H: 4.09940 1.50246 -0.32783
H: 1.73640 1.57927 0.37831
H: 0.52141 0.98965 -3.67967
H: 2.84461 0.92990 -4.39218

Cartesian forces (eV/Å) of the 2 atoms listed first:
Ti -0.477 -0.136 0.668
S 0.067 -0.083 -0.007

=====

# C17H16GdN2O5

A structure of composition C17H16GdN2O5 (ωB97M-V/def2-TZVPD, the Open Molecules 2025 dataset).

Properties
gap between HOMO and LUMO (spin up / spin down) = 0.1907 / 0.1139 Ha
maximum force = 6.13 eV/A
2S+1 = 8
energy relative to the best compared isomer or geometry (same formula, charge and spin) = 0.0 kcal/mol
total charge = +3

Cartesian coordinates (Å):
Gd: -0.30018 0.32387 -2.97787
O: 1.68413 -2.82192 -3.13673
C: 1.05559 -1.85761 -3.17253
C: -1.98521 2.19944 -2.53893
O: -2.72588 3.00318 -2.18000
C: -2.31770 -1.29824 -2.93475
O: -3.19148 -2.03949 -2.81030
C: 1.79269 1.70313 -3.22093
O: 2.76976 2.30244 -3.11609
C: -0.24784 -0.28072 -5.42925
H: 0.82036 -0.18950 -5.67713
H: -0.65025 -1.29512 -5.55270
C: -1.06673 0.82566 -5.29946
H: -2.16248 0.74520 -5.28455
H: -0.68453 1.85307 -5.40633
C: -0.12171 -1.30032 3.75201
N: -0.12726 -1.30640 2.30263
N: 0.12509 -0.22060 1.51987
C: -0.10165 -0.56380 0.22331
O: 0.08872 0.25823 -0.76287
C: -0.54508 -1.91251 0.22440
C: -0.54596 -2.32933 1.54197
C: -0.89474 -3.63418 2.14879
C: 0.63648 1.00694 2.04930
C: 1.62757 0.96682 3.03749
C: 2.10421 2.15778 3.59219
C: 1.68780 3.38774 3.06618
C: 0.71338 3.41466 2.05352
C: 0.14699 2.22820 1.58239
H: -1.08270 -1.68857 4.12300
H: 0.01859 -0.29857 4.15790
H: 0.68088 -1.95413 4.12544
H: -0.83079 -2.44048 -0.67115
H: -0.04161 -4.09204 2.67475
H: -1.73336 -3.57615 2.86078
H: -1.19386 -4.31335 1.34547
H: 1.99290 0.00884 3.41091
H: 2.80520 2.11923 4.43090
H: 2.11124 4.32524 3.43510
H: 0.37287 4.35728 1.63664
H: -0.68345 2.22608 0.87663

Cartesian forces (eV/Å) of the 2 atoms listed first:
Gd 0.486 0.280 3.808
O -2.592 3.950 -0.215

=====

# C17H17BN2O4

The molecule C17H17BN2O4 (ωB97M-V/def2-TZVPD, the Open Molecules 2025 dataset).

Properties
gap between HOMO and LUMO = 0.3214 Ha
maximum force = 3.80 eV/A
SMILES string = O=C(Cc1cccnc1)N[C@@H](Cc1coc2ccccc12)B(O)O
energy relative to the best compared isomer or geometry (same formula, charge and spin) = 37.2 kcal/mol

Cartesian coordinates (Å):
O: -1.85500 2.34781 -0.13421
N: -3.29781 4.36962 4.03730
O: 2.04378 -0.26030 1.00208
O: 0.43624 -2.11464 0.60388
O: -0.12678 -2.75687 -4.17269
B: 0.77952 -0.79950 0.49648
C: -0.81616 2.36620 0.46919
C: -0.41716 -1.54201 -3.68419
C: 0.37225 -1.22613 -2.58042
C: -3.42309 3.20462 4.64658
C: -2.26390 4.42399 3.17954
C: -2.82321 2.02459 4.27757
C: 2.72118 -4.54197 -3.00426
C: 3.05351 -3.73105 -1.91125
C: 1.64291 -4.33270 -3.81945
C: 2.40657 -2.55413 -1.65364
C: -1.80226 2.09571 3.37400
C: 0.97538 -3.16882 -3.49480
C: 1.28985 -2.27894 -2.44245
C: -1.48071 3.30892 2.77170
N: 0.19511 1.42853 0.25858
C: -0.59749 3.38104 1.59419
C: 0.48054 0.10181 -1.92162
C: -0.00548 0.12365 -0.45593
H: 2.49304 -1.05102 1.38139
H: -0.18785 -2.46183 -0.02512
H: -1.19475 -0.85660 -3.94634
H: -4.25939 3.18603 5.37678
H: -2.19049 5.24241 2.51015
H: -2.98726 1.03675 4.60979
H: 3.38760 -5.42798 -3.23961
H: 3.72159 -4.06705 -1.17947
H: 1.22856 -5.12792 -4.43976
H: 2.68448 -1.85736 -0.86023
H: -1.39413 1.18669 2.98112
H: 1.04351 1.37632 0.83281
H: -0.68894 4.49077 1.24713
H: 0.40410 3.31764 2.02162
H: -0.04101 0.97806 -2.36245
H: 1.52006 0.36064 -1.93242
H: -1.02693 -0.19497 -0.41156

Cartesian forces (eV/Å) of the 2 atoms listed first:
O -0.659 -0.160 -0.634
N 2.047 0.278 -0.226

=====

Question: maximum force of number 1 (C17H16F4N)?
Answer: 2.26 eV/A

=====

Question: What is the energy relative to the best compared isomer or geometry (same formula, charge and spin) in the third record?
Answer: 0.0 kcal/mol

=====

Question: Among the records above, which one has the highest energy relative to the best compared isomer or geometry (same formula, charge and spin)?
Answer: C17H17BN2O4

=====

Question: Number 4 is which compound?
Answer: C17H17BN2O4